(1)
The following is a DFT calculation (ωB97M-V/def2-TZVPD) of one molecule with the formula C22H37N5O3S2.

## Properties
Kohn-Sham gap (eV): 8.7896
E_LUMO (Ha): 0.022
Molar mass (g/mol): 483.70

Last column: Mulliken charge in e.
Element x y z (Å)
O 1.88 -3.02 -0.49  -0.68
C 2.28 -2.14 0.24  0.81
C 2.01 -2.14 1.75  -1.48
N 0.78 -1.42 1.98  0.22
C 0.73 -0.09 2.18  0.75
S 2.13 0.79 2.40  -0.40
N -0.49 0.50 2.22  0.22
C -1.69 -0.11 1.71  -1.01
C -2.57 -0.78 2.77  -0.92
C -2.02 -2.10 3.31  -1.06
N -1.58 -3.01 2.26  0.52
C -2.66 -3.44 1.39  -0.59
C -2.10 -4.37 0.30  -0.80
O -1.49 -5.50 0.87  -0.45
C -0.43 -5.10 1.70  -0.40
C -0.94 -4.20 2.83  -0.90
C -0.61 1.89 2.61  -1.31
C -0.98 2.78 1.48  0.46
C -1.96 3.73 1.43  -0.54
C -2.01 4.41 0.18  -0.94
C -1.08 3.96 -0.69  -0.28
S -0.11 2.71 -0.02  0.04
N 2.95 -1.04 -0.16  -0.04
C 3.12 -0.68 -1.55  -1.16
C 2.25 0.52 -1.90  0.73
C 2.46 0.97 -3.35  -1.54
N 1.70 2.13 -3.78  0.08
C 2.03 3.36 -3.09  -0.04
C 1.35 4.52 -3.81  -0.88
O -0.05 4.34 -3.85  -0.38
C -0.38 3.13 -4.49  -0.88
C 0.26 1.94 -3.78  -0.08
H 1.88 -3.17 2.10  0.45
H 2.82 -1.65 2.30  0.71
H -0.08 -1.95 1.84  -0.28
H -1.44 -0.83 0.92  0.50
H -2.28 0.69 1.24  0.55
H -2.70 -0.10 3.62  0.42
H -3.56 -0.94 2.34  0.36
H -1.15 -1.89 3.94  0.40
H -2.79 -2.57 3.95  0.54
H -3.12 -2.58 0.91  0.40
H -3.43 -3.98 1.96  0.29
H -2.91 -4.74 -0.34  0.37
H -1.37 -3.82 -0.31  0.30
H 0.01 -6.01 2.11  0.37
H 0.32 -4.57 1.10  0.19
H -0.11 -3.88 3.46  0.42
H -1.65 -4.77 3.45  0.43
H -1.38 1.98 3.40  0.28
H 0.35 2.20 3.03  0.49
H -2.62 3.94 2.25  0.44
H -2.71 5.19 -0.04  0.42
H -0.90 4.29 -1.70  0.49
H 3.12 -0.31 0.52  0.14
H 4.17 -0.45 -1.73  0.30
H 2.84 -1.56 -2.15  0.46
H 1.20 0.25 -1.74  0.09
H 2.49 1.34 -1.22  0.24
H 3.52 1.21 -3.50  0.37
H 2.21 0.15 -4.02  0.36
H 3.12 3.50 -3.12  0.46
H 1.70 3.35 -2.04  -0.04
H 1.52 5.46 -3.29  0.37
H 1.73 4.59 -4.84  0.39
H -1.47 3.06 -4.47  0.37
H -0.03 3.16 -5.53  0.38
H 0.03 1.02 -4.32  0.48
H -0.15 1.87 -2.76  -0.01

---

(2)
The following is a DFT calculation (ωB97M-V/def2-TZVPD) of a 3-piece molecular cluster, C22H38BrF9N2O5 overall at a distorted geometry.

## Properties
Kohn-Sham gap (eV): 7.0254
E_LUMO (Ha): -0.037
Molar mass (g/mol): 661.44

Last column: Mulliken charge in e.
Element x y z (Å)
C -2.13 -3.38 -1.49  -0.71
C -1.11 -3.49 -0.20  -0.05
Br -0.48 -5.43 -0.21  -0.16
C -1.89 -3.30 1.27  -0.97
C -1.93 -1.79 1.83  0.84
O -1.71 -0.96 0.60  -0.39
O -3.13 -1.17 2.39  -0.44
C -2.61 0.20 2.74  0.42
O -3.42 1.21 3.09  -0.55
O -1.12 0.23 2.65  -0.20
C -0.70 -1.20 2.80  0.02
O 0.45 -1.36 1.86  -0.61
C -0.62 -1.86 4.29  0.94
F -1.93 -1.86 5.04  -0.31
F -0.32 -3.33 4.09  -0.31
C 0.51 -1.32 5.31  0.39
F -0.05 -1.60 6.70  -0.30
F 1.70 -2.25 5.24  -0.27
C 0.88 0.25 5.32  0.49
F 1.52 0.50 6.67  -0.30
F -0.38 1.10 5.39  -0.23
C 1.94 0.81 4.22  0.77
F 2.98 1.62 4.95  -0.26
F 2.69 -0.19 3.44  -0.20
F 1.36 1.78 3.22  -0.21
H -2.68 -2.34 -1.46  0.17
H -1.45 -3.36 -2.47  0.16
H -2.95 -4.22 -1.50  0.35
H -0.14 -2.84 -0.29  0.38
H -3.02 -3.62 1.04  0.30
H -1.46 -4.13 1.96  0.37
H -2.59 -0.80 0.14  0.27
H 0.69 -2.32 1.74  0.42
C -4.43 5.80 -0.76  -1.45
C -3.62 4.74 -0.02  -0.26
N -2.70 3.99 -0.88  0.14
C -2.14 2.80 -0.23  -0.84
C -1.23 3.03 0.98  0.52
C -1.75 4.78 -1.67  -0.65
C -0.80 5.70 -0.91  -0.96
H -4.99 5.37 -1.60  0.33
H -5.16 6.26 -0.08  0.44
H -3.80 6.61 -1.14  0.30
H -4.34 4.05 0.42  0.39
H -3.09 5.22 0.81  0.25
H -1.60 2.20 -0.97  0.27
H -2.98 2.17 0.09  0.27
H -0.24 3.38 0.67  0.21
H -1.08 2.08 1.50  -0.69
H -1.65 3.73 1.70  0.32
H -2.32 5.39 -2.38  0.41
H -1.16 4.11 -2.30  0.31
H -1.31 6.27 -0.12  0.24
H -0.37 6.43 -1.60  0.37
H 0.03 5.15 -0.46  0.28
C 1.32 -3.66 -3.54  -1.36
C 1.98 -2.29 -3.45  -0.47
N 3.09 -2.23 -2.49  0.23
C 3.53 -0.86 -2.20  -0.62
C 4.16 -0.07 -3.34  -1.04
C 4.16 -3.21 -2.66  -0.73
C 4.89 -3.22 -4.00  -0.97
H 0.97 -4.00 -2.56  0.18
H 0.45 -3.60 -4.21  0.41
H 1.99 -4.41 -3.95  0.37
H 1.21 -1.58 -3.14  0.49
H 2.31 -1.98 -4.45  0.29
H 4.24 -0.88 -1.36  0.41
H 2.67 -0.29 -1.83  0.29
H 5.17 -0.40 -3.56  0.22
H 4.22 0.99 -3.07  0.41
H 3.57 -0.13 -4.26  0.27
H 3.74 -4.21 -2.50  0.36
H 4.90 -3.09 -1.86  0.37
H 4.22 -3.14 -4.86  0.25
H 5.45 -4.15 -4.11  0.37
H 5.63 -2.41 -4.06  0.27

---

(3)
The following is a DFT calculation (ωB97M-V/def2-TZVPD) of C22H38Cl2FINO5PRbS as an isolated structure at a distorted geometry.

## Properties
Kohn-Sham gap (eV): 7.5113
E_LUMO (Ha): -0.127
Molar mass (g/mol): 761.86
Charge: +1

Last column: Mulliken charge in e.
Element x y z (Å)
C -4.60 1.49 4.37  -0.57
O -4.74 0.87 3.11  -0.47
C -3.51 0.47 2.53  -0.57
C -3.01 1.57 1.59  -0.95
C -1.98 1.10 0.55  -0.31
C -0.52 1.23 0.99  1.68
P -0.06 3.08 1.25  0.31
C -1.40 4.14 0.57  -1.66
C -0.05 3.46 3.02  -1.11
O -0.37 0.76 2.34  -0.02
S 0.05 -0.77 2.73  0.29
O -0.82 -1.09 3.82  -0.62
O -0.60 -1.47 1.40  -0.34
C 0.30 -1.87 0.37  -0.34
F -0.35 -2.95 -0.19  -0.47
C 1.63 -2.40 0.89  0.09
C 1.48 -3.49 1.97  -0.79
C 1.58 -4.89 1.37  -1.18
I 3.59 -5.40 0.84  0.01
C 0.42 -0.74 -0.76  3.19
C -0.85 -0.81 -1.65  -0.65
C -0.80 -1.54 -3.00  -0.97
C -0.47 -3.03 -3.03  -0.55
O -0.23 -3.47 -4.36  -0.58
N 1.65 -1.03 -1.42  0.14
C 2.20 -1.13 -2.55  0.76
C 3.15 -2.27 -2.81  -1.42
C 2.14 -0.10 -3.68  -1.00
C 0.60 0.65 0.02  -3.97
C 1.14 1.72 -0.90  1.06
Cl 0.07 2.41 -2.13  -0.35
C 2.38 2.20 -0.93  0.44
C 2.87 3.27 -1.85  -1.29
Cl 3.60 1.60 0.14  -0.18
H -3.81 2.26 4.36  0.19
H -5.55 1.97 4.60  0.28
H -4.36 0.77 5.15  0.29
H -3.69 -0.46 1.98  0.18
H -2.79 0.28 3.32  0.56
H -3.89 1.91 1.03  0.41
H -2.66 2.42 2.16  -0.10
H -2.20 0.06 0.33  0.23
H -2.11 1.63 -0.39  0.57
H -1.87 3.78 -0.34  0.51
H -0.95 5.10 0.37  0.53
H -2.20 4.33 1.29  0.38
H 0.66 2.79 3.52  0.33
H -1.02 3.40 3.52  0.22
H 0.32 4.49 3.11  0.49
H 2.27 -1.59 1.24  0.31
H 2.13 -2.84 0.04  -0.36
H 0.51 -3.44 2.47  0.50
H 2.25 -3.36 2.72  0.39
H 1.01 -4.98 0.45  0.31
H 1.24 -5.66 2.06  0.55
H -1.22 0.19 -1.84  0.04
H -1.64 -1.27 -1.05  0.55
H -1.79 -1.41 -3.45  0.54
H -0.12 -1.03 -3.70  0.07
H 0.37 -3.26 -2.37  0.23
H -1.32 -3.61 -2.69  0.41
H 0.48 -2.95 -4.74  0.32
H 3.30 -2.86 -1.90  0.13
H 4.12 -1.93 -3.15  0.51
H 2.72 -2.91 -3.59  0.26
H 2.56 0.82 -3.29  0.01
H 2.75 -0.42 -4.52  0.49
H 1.13 0.10 -4.05  0.24
H 1.47 0.45 0.66  0.95
H 2.32 4.19 -1.77  -0.01
H 3.92 3.47 -1.69  0.45
H 2.75 2.91 -2.88  0.38
Rb 0.44 5.11 -1.58  1.02

---

(4)
The following is a DFT calculation (ωB97M-V/def2-TZVPD) of C22H38Cl2MnNO5P as an isolated structure at a distorted geometry.

## Properties
Kohn-Sham gap (alpha / beta) (eV): 5.9771 / 8.5160
Spin multiplicity: 5
E_LUMO (alpha / beta) (Ha): -0.256 / -0.164
⟨S²⟩: 6.1724
Molar mass (g/mol): 553.37
Charge: +1

Last column: Mulliken spin population.
Element x y z (Å)
Mn 0.94 -2.10 -0.39  4.29
N 2.09 -3.94 0.14  -0.11
C 3.19 -3.67 1.10  0.01
C 3.49 -2.15 1.09  0.02
O 4.44 -1.76 1.75  -0.04
O 2.64 -1.34 0.44  -0.15
H 1.38 -4.61 0.47  0.00
H 2.38 -4.31 -0.76  0.01
H 4.11 -4.19 0.79  0.00
H 2.97 -3.99 2.11  0.00
Cl -2.59 -4.85 -2.67  0.00
C -1.86 -4.84 -1.02  0.00
Cl -1.02 -6.43 -0.56  0.00
C -0.99 -3.64 -0.80  -0.07
O -0.98 -3.20 0.38  0.06
O -0.31 -3.24 -1.77  -0.02
H -2.70 -4.80 -0.34  0.00
O 0.07 -0.35 -0.74  -0.04
P 0.02 1.06 -0.18  0.01
C 0.56 1.13 1.63  0.02
C 0.22 -0.10 2.50  0.01
C -0.79 0.08 3.68  0.00
C -0.73 1.40 4.46  0.00
C -0.63 2.61 3.52  0.00
C 0.49 2.47 2.46  0.00
C -1.75 1.60 -0.33  0.00
C -2.72 1.02 0.74  0.00
C -3.21 -0.42 0.49  0.00
C -3.55 -0.73 -0.98  0.00
C -3.55 0.48 -1.89  0.00
C -2.27 1.34 -1.79  0.00
C 1.16 2.22 -1.12  0.00
C 0.77 2.50 -2.58  0.00
C 1.22 1.45 -3.59  0.00
C 2.75 1.21 -3.57  0.00
C 3.46 1.88 -2.37  0.00
C 2.66 1.81 -1.06  0.00
H 1.66 0.98 1.47  0.00
H 1.18 -0.47 2.90  0.00
H -0.21 -0.86 1.84  0.01
H -0.59 -0.73 4.37  0.00
H -1.79 -0.10 3.33  0.00
H 0.11 1.38 5.19  0.00
H -1.65 1.51 5.03  0.00
H -0.40 3.51 4.09  0.00
H -1.59 2.77 3.02  0.00
H 1.45 2.53 3.02  0.00
H 0.46 3.35 1.79  0.00
H -1.74 2.70 -0.16  -0.01
H -3.60 1.70 0.71  0.00
H -2.29 1.13 1.73  0.00
H -4.11 -0.54 1.11  0.00
H -2.47 -1.15 0.86  0.00
H -4.53 -1.22 -1.04  0.00
H -2.81 -1.44 -1.36  0.00
H -4.42 1.12 -1.65  0.00
H -3.67 0.21 -2.94  0.00
H -2.46 2.34 -2.26  0.00
H -1.48 0.85 -2.36  0.00
H 1.01 3.19 -0.59  0.00
H 1.25 3.46 -2.81  0.00
H -0.31 2.69 -2.65  0.00
H 0.89 1.75 -4.57  0.00
H 0.73 0.48 -3.39  0.00
H 3.14 1.63 -4.52  0.00
H 2.93 0.13 -3.59  0.00
H 3.65 2.93 -2.66  0.00
H 4.43 1.42 -2.20  0.00
H 3.14 2.43 -0.29  0.00
H 2.74 0.77 -0.67  0.00

---

(5)
The following is a DFT calculation (ωB97M-V/def2-TZVPD) of C22H38ClN2O9PS as an isolated structure at a distorted geometry.

## Properties
Kohn-Sham gap (eV): 8.2229
E_LUMO (Ha): -0.005
Molar mass (g/mol): 573.05

Last column: Mulliken charge in e.
Element x y z (Å)
C 2.76 4.29 -2.24  -0.94
C 2.68 2.64 -2.33  -0.37
N 2.71 1.97 -0.94  0.20
C 2.48 0.46 -1.17  -0.19
C 0.97 -0.05 -1.24  -0.99
C 0.25 -0.81 0.07  1.83
C -0.39 0.18 1.19  0.08
C -0.22 1.79 1.02  0.04
O -0.62 2.36 2.36  -0.58
C -0.77 -1.98 -0.56  0.49
C -1.37 -1.85 -2.12  -1.08
C -1.97 -0.50 -2.66  -0.71
C -2.82 0.52 -1.74  0.14
C -4.44 0.15 -1.59  -0.52
O -5.00 0.69 -0.32  -0.30
C -6.49 0.57 -0.33  0.55
C -7.41 1.38 0.78  -0.87
O -7.14 -0.21 -1.20  -0.53
C -2.13 -2.50 0.13  -0.52
C -2.55 -2.53 1.64  0.15
O -2.32 -1.81 2.72  -0.49
Cl -3.80 -3.90 2.07  -0.24
N 0.38 -2.99 -0.88  0.09
C 1.78 -2.74 -0.36  -0.15
O 2.96 -3.16 -0.77  -0.62
C 1.31 -1.78 0.93  -0.65
P 2.65 -0.97 2.09  0.45
C 4.43 -1.54 1.56  -0.91
O 2.68 0.77 1.95  -0.44
S 0.84 -3.08 2.17  1.25
C 0.54 -2.44 3.94  -0.86
O 2.26 -3.78 2.40  -0.69
O 0.00 -4.28 1.77  -0.61
C 4.19 2.16 -0.53  0.70
C 4.61 3.23 0.68  -1.18
O 5.21 1.48 -1.05  -0.56
H 3.28 4.70 -1.28  0.20
H 3.40 4.68 -3.17  0.29
H 1.69 4.76 -2.32  0.27
H 1.75 2.27 -2.96  0.26
H 3.64 2.31 -2.95  0.36
H 3.25 -0.12 -0.50  -0.54
H 2.98 0.35 -2.26  0.37
H 0.23 0.84 -1.54  0.23
H 1.00 -0.76 -2.20  0.15
H -1.58 0.03 1.14  0.21
H -0.10 -0.08 2.30  -0.07
H 0.84 2.21 0.84  0.06
H -1.01 2.25 0.27  -0.04
H 0.06 3.10 2.56  0.36
H -0.50 -2.18 -2.87  0.42
H -2.17 -2.72 -2.27  0.50
H -1.07 0.14 -3.13  0.20
H -2.65 -0.74 -3.61  0.36
H -2.84 1.55 -2.36  0.46
H -2.32 0.82 -0.73  -0.34
H -5.02 0.63 -2.48  0.41
H -4.59 -1.02 -1.64  0.23
H -6.83 2.32 1.19  0.27
H -7.64 0.65 1.69  0.26
H -8.45 1.70 0.35  0.30
H -2.23 -3.62 -0.29  0.49
H -3.03 -1.94 -0.44  0.02
H 0.17 -3.75 -1.52  0.34
H 5.14 -0.68 2.00  0.33
H 4.60 -1.55 0.41  0.22
H 4.73 -2.56 2.05  0.30
H 3.47 1.13 2.47  0.26
H -0.07 -3.28 4.49  0.38
H -0.07 -1.45 3.98  0.30
H 1.55 -2.28 4.53  0.32
H 5.41 4.00 0.24  0.36
H 5.06 2.67 1.60  0.26
H 3.66 3.87 1.00  0.25

---

(6)
The following is a DFT calculation (ωB97M-V/def2-TZVPD) of C22H38F3N2O5PSSn as an isolated structure at a distorted geometry.

## Properties
Kohn-Sham gap (alpha / beta) (eV): 4.6928 / 4.6808
Spin multiplicity: 2
E_LUMO (alpha / beta) (Ha): -0.495 / -0.495
⟨S²⟩: 0.7686
Molar mass (g/mol): 649.30
Charge: +3

Last column: Mulliken spin population.
Element x y z (Å)
C -2.50 1.10 -0.05  -0.03
N -1.25 1.41 -0.52  -0.02
C -1.01 2.64 -1.01  0.00
C -1.99 3.65 -1.07  -0.01
C -3.24 3.35 -0.52  0.00
C -3.50 2.10 0.01  0.00
Sn 0.68 -0.23 -0.51  0.14
C 2.73 -2.90 0.49  0.01
O 3.32 -3.86 0.66  0.00
C 0.39 2.88 -1.51  0.01
N 1.39 2.14 -0.72  0.20
C 1.70 2.89 0.55  0.00
C 0.62 3.02 1.60  0.01
C -2.79 -0.21 0.42  0.03
P -1.64 -1.53 0.61  0.33
C -2.25 -2.81 -0.71  0.04
C -3.49 -3.57 -0.21  0.02
C -1.79 -2.07 2.47  0.05
C -0.91 -3.32 2.66  0.01
C -1.23 -0.93 3.35  0.03
C -3.25 -2.31 2.91  0.02
C -2.64 -2.05 -2.00  0.00
C -1.08 -3.78 -0.99  0.02
C 2.67 1.97 -1.47  0.01
C 2.58 1.23 -2.79  -0.01
H -1.72 4.62 -1.46  0.00
H -4.01 4.12 -0.47  0.00
H -4.44 1.84 0.51  0.00
H -3.84 -0.41 0.65  0.01
H -1.29 -1.24 4.41  0.00
H -0.18 -0.72 3.11  0.00
H -1.82 -0.01 3.23  0.00
H -3.24 -2.58 3.98  0.01
H -3.87 -1.41 2.81  0.00
H -3.73 -3.13 2.37  0.00
H -0.91 -3.60 3.72  0.00
H -1.28 -4.17 2.07  0.00
H 0.13 -3.11 2.38  -0.01
H -3.88 -4.19 -1.03  0.00
H -3.25 -4.25 0.62  0.00
H -4.29 -2.89 0.10  0.00
H -3.47 -1.35 -1.81  0.00
H -1.79 -1.48 -2.41  0.01
H -2.97 -2.77 -2.77  0.00
H -0.76 -4.31 -0.08  0.00
H -1.38 -4.53 -1.74  0.00
H -0.21 -3.24 -1.40  0.00
H 0.45 2.58 -2.57  0.00
H 0.61 3.96 -1.47  0.00
H 2.58 2.39 0.98  0.00
H 2.05 3.89 0.23  0.02
H 3.35 1.44 -0.79  -0.01
H 3.12 2.96 -1.63  0.02
H 3.58 0.85 -3.03  0.00
H 1.93 0.33 -2.80  0.04
H 2.24 1.90 -3.59  0.00
H 1.11 3.12 2.57  0.00
H 0.03 3.92 1.41  0.00
H -0.05 2.15 1.66  0.00
C 2.16 -2.08 -4.74  0.00
H 2.51 -1.23 -5.36  0.00
H 1.46 -2.67 -5.36  0.00
H 3.02 -2.73 -4.51  0.00
O 1.57 -1.64 -3.50  0.01
H 0.60 -1.62 -3.64  0.00
F 4.71 0.13 3.67  0.00
C 3.43 0.43 3.41  0.00
F 2.69 0.28 4.53  0.00
F 3.39 1.75 3.03  0.00
S 2.78 -0.60 2.02  0.01
O 3.63 -0.32 0.88  0.01
O 2.77 -1.94 2.58  0.00
O 1.39 -0.08 1.77  0.01

---

What is the molar mass in the third record? 761.86 g/mol